(1)
The following is a quantum chemistry calculation of CH2N4 in the gas phase at a distorted geometry, from OMol25.

Results
Orbital gap ... 0.423 hartree
Spin multiplicity ... 1
SMILES string ... c1nnn[nH]1

```
7
Properties=species:S:1:pos:R:3:forces:R:3:nbo_charge:R:1
N 1.44661 -0.65063 -0.02208 -1.847 -2.764 -0.455 -0.0554
N 1.18803 0.63037 -0.07550 0.143 0.880 0.613 -0.2895
N 0.30946 -1.36244 -0.02902 1.673 1.374 -0.411 -0.0855
N -0.68203 -0.43038 -0.13377 0.238 -1.339 1.518 -0.3705
C -0.11043 0.75314 -0.03046 -0.496 3.432 -0.290 0.1426
H -0.55511 1.78756 0.09574 0.125 -1.819 -0.469 0.2287
H -1.59653 -0.72762 0.19508 0.166 0.237 -0.507 0.4296
```
Forces are in eV/Å.

(2)
The following is a quantum chemistry calculation of a molecular structure, C40H34O6PSiZn, from OMol25.

Results
Orbital gap ... 0.288 hartree
Spin multiplicity ... 1
Total charge ... -1

```
83
Properties=species:S:1:pos:R:3:forces:R:3:lowdin_charge:R:1
Zn -0.87706 1.71370 -0.37752 0.070 -0.210 0.034 0.6999
P 2.44018 1.44615 0.19934 0.040 -0.064 -0.008 1.1009
Si -0.87842 -1.55610 -1.26664 -0.005 -0.159 0.130 0.4400
O -4.34926 2.55714 -2.39827 0.023 -0.058 -0.037 0.0226
O -3.72589 0.14169 0.18685 -0.013 -0.012 -0.048 -0.1218
O -1.79512 1.48811 1.77955 -0.055 0.063 -0.111 0.0840
O -2.63390 2.41748 -0.97136 0.005 0.058 0.008 -0.0920
O -0.53908 -0.09637 -0.76329 -0.019 0.118 -0.142 -0.3477
O -3.46444 2.58238 2.76655 -0.003 -0.003 0.020 0.1227
C 0.69975 -2.59478 -1.29637 0.006 -0.004 -0.042 -0.2135
C -1.62897 -1.59891 -2.99355 0.054 0.000 -0.045 -0.2066
C -2.34423 -2.81589 -4.96952 0.000 0.002 0.001 -0.1022
C 1.24832 1.39712 2.78832 -0.018 0.002 -0.004 -0.1008
C 0.37284 3.22976 -0.02396 -0.189 -0.011 0.007 -0.2161
C -2.80886 -1.63765 -5.54082 0.005 0.004 -0.001 -0.1054
C -2.08255 -0.42559 -3.59711 -0.021 0.013 0.000 -0.0864
C -3.07402 -3.32809 -0.47889 0.032 0.026 0.000 -0.0892
C 3.11488 -4.02797 -1.30953 -0.009 -0.011 0.009 -0.1099
C 6.41699 2.32348 0.00484 0.024 0.013 0.024 -0.1001
C -3.71442 1.99801 -1.51318 -0.095 0.000 0.125 -0.6439
C 1.31498 -1.37283 2.92722 0.006 -0.007 0.037 -0.0924
C 2.49086 4.26280 0.60888 0.043 0.097 -0.003 -0.1073
C -4.30672 0.67651 -0.99140 0.028 0.035 -0.034 -0.1012
C 4.66962 1.57724 2.02536 -0.002 0.006 0.033 -0.0803
C -3.92710 -3.90066 0.45861 -0.018 -0.021 0.016 -0.0991
C 1.77347 -0.72117 1.79177 -0.017 -0.009 -0.008 -0.0930
C 6.01158 1.80150 2.30964 -0.027 0.003 0.015 -0.0942
C -2.67332 -0.43954 -4.85455 0.006 -0.014 0.005 -0.0798
C -2.98004 1.64421 1.93307 0.079 0.004 0.161 -0.4613
C 1.73850 3.13694 0.28858 0.058 -0.078 0.067 -0.4332
C 1.75653 0.66996 1.71544 0.005 0.091 0.023 -0.3846
C 1.93482 -4.65440 -0.93414 0.018 0.007 -0.001 -0.1036
C 0.55475 5.64497 0.29683 0.016 -0.082 0.010 -0.1116
C -1.75864 -2.79108 -3.71168 -0.020 0.009 -0.006 -0.1086
C -0.19211 4.50739 -0.00282 0.045 0.131 0.013 -0.1335
C -2.05620 -2.45789 -0.09479 -0.022 0.092 0.062 -0.2145
C 1.89951 -1.98439 -1.67430 0.016 -0.034 -0.023 -0.1107
C 5.08184 2.08305 -0.27704 0.011 0.006 -0.005 -0.1227
C -1.92000 -2.17755 1.26929 0.000 0.019 0.022 -0.0889
C 6.88749 2.18192 1.30454 0.000 -0.006 -0.031 -0.1084
C -2.76481 -2.74500 2.21129 0.014 -0.008 -0.022 -0.0968
C 0.74253 -3.93952 -0.92588 -0.013 0.017 0.007 -0.0959
C -3.77495 -3.61044 1.80607 0.008 -0.007 -0.003 -0.1089
C 4.18362 1.72143 0.72926 -0.005 -0.010 -0.089 -0.3808
C 3.09555 -2.68875 -1.67910 -0.007 0.017 -0.005 -0.0974
C -4.08468 0.78603 1.36363 -0.044 -0.009 -0.099 -0.1183
C 0.81825 -0.63853 3.99667 0.007 0.010 -0.025 -0.0994
C 0.78019 0.74725 3.92146 0.000 -0.031 0.003 -0.0940
C 1.90071 5.52205 0.60688 -0.018 -0.040 0.000 -0.1118
H 1.94477 -5.69665 -0.63704 0.000 -0.003 0.002 0.0922
H -2.64165 -2.50717 3.26214 0.006 0.000 0.009 0.0965
H 4.01565 -2.19011 -1.96055 0.002 0.003 0.000 0.0970
H 7.09244 2.61288 -0.79084 0.009 -0.001 0.001 0.0958
H -3.22317 -3.54888 -1.53009 -0.014 -0.003 -0.013 0.0901
H -3.02902 0.48586 -5.28977 -0.004 0.006 -0.002 0.1038
H 0.37831 1.32370 4.74621 0.001 0.009 0.007 0.0971
H -4.27917 0.02292 2.12963 -0.009 0.042 -0.002 0.1441
H 1.32822 -2.45515 2.96946 -0.007 -0.002 -0.019 0.1037
H -4.71728 -4.56789 0.13464 -0.005 -0.004 -0.003 0.0927
H 1.89641 -0.93239 -1.93650 0.007 0.017 0.008 0.0845
H 4.72158 2.17878 -1.29604 -0.003 -0.002 0.008 0.0992
H 1.20191 2.47783 2.72393 0.003 -0.005 0.009 0.1078
H 2.49271 6.39713 0.84860 0.003 0.006 0.001 0.0900
H 4.04816 -4.57838 -1.30587 0.004 -0.003 -0.004 0.0915
H -1.38737 -3.71763 -3.28410 0.011 -0.009 0.000 0.0987
H -2.43597 -3.75262 -5.50662 0.001 -0.003 -0.006 0.0929
H 3.54092 4.16848 0.86158 -0.008 0.009 -0.008 0.0906
H -0.16969 -4.43313 -0.60543 0.003 -0.005 0.000 0.0956
H -1.15833 -1.47368 1.59033 -0.012 -0.010 -0.007 0.0903
H -4.16517 -0.08116 -1.76307 -0.004 0.006 -0.005 0.1231
H -5.38418 0.82867 -0.85971 0.030 -0.031 -0.001 0.1270
H 6.37041 1.68061 3.32463 0.004 0.001 0.003 0.0964
H 0.45056 -1.14603 4.88037 -0.007 -0.005 0.001 0.0946
H -1.24344 4.61858 -0.24786 -0.021 0.012 -0.007 0.0822
H 0.08630 6.62242 0.28617 -0.009 0.018 -0.001 0.0897
H -3.26851 -1.65385 -6.52173 -0.005 -0.002 -0.003 0.0924
H -4.44047 -4.05384 2.53764 -0.004 0.004 -0.002 0.0907
H -4.98900 1.39382 1.25873 0.021 0.004 -0.015 0.1413
H -2.69376 3.05301 3.12002 0.000 0.006 -0.008 0.1320
H 3.99658 1.28643 2.82241 -0.003 -0.003 -0.005 0.0976
H 2.12586 -1.29666 0.94423 0.025 -0.023 -0.002 0.0907
H -1.96963 0.51953 -3.07831 -0.011 0.015 0.024 0.0928
H 7.93206 2.35942 1.52858 0.003 0.000 0.002 0.0930
```
Forces are in eV/Å.

(3)
The following is a quantum chemistry calculation of a molecular structure, C4H3HgO6 at a distorted geometry, from OMol25.

Results
Orbital gap (spin up / spin down) ... 0.311 / 0.198 hartree
<S²> ... 0.76
Spin multiplicity ... 2

```
14
Properties=species:S:1:pos:R:3:forces:R:3:nbo_charge:R:1
Hg 1.57621 4.39038 0.31497 -0.355 -0.895 -0.564 0.7690
O 0.64982 3.19436 -1.48866 -0.235 1.301 -0.569 -0.7466
O 1.19643 1.77727 0.12040 0.001 0.270 -0.326 -0.7733
O -1.16002 -1.58488 2.59623 0.203 1.836 0.100 -0.6672
O -1.88294 -3.16324 1.21848 -0.969 1.677 1.218 -0.5091
O 0.24318 1.04012 -1.78116 -0.013 0.607 -0.260 -0.4995
O -0.82160 -1.69325 0.09691 0.314 0.578 2.231 -0.4979
C 0.33210 -0.25837 -1.23757 -0.236 -0.943 -0.573 -0.2402
C 0.70629 2.04178 -1.00534 0.828 -1.027 1.625 0.9580
C -0.58500 -0.45040 -0.07932 0.294 2.015 0.158 0.2626
C -1.44022 -2.05319 1.41437 0.437 -6.047 -3.197 0.9811
H 0.06289 -0.94760 -2.05533 0.002 0.261 0.042 0.2127
H -0.24563 -1.78046 2.85036 -0.006 0.245 -0.157 0.5232
H 1.36849 -0.51250 -0.96433 -0.266 0.122 0.271 0.2270
```
Forces are in eV/Å.

(4)
The following is a quantum chemistry calculation of 5 unconnected molecules or ions with the total composition C2H14O4 at a distorted geometry, from OMol25.

Results
Orbital gap ... 0.433 hartree
Spin multiplicity ... 1
SMILES string ... CC.O.O.O.O

```
20
Properties=species:S:1:pos:R:3:forces:R:3:nbo_charge:R:1
O -0.18354 -3.87271 3.25880 0.382 -0.146 1.148 -0.9683
O -1.50428 -0.45256 2.37795 0.359 0.210 -0.231 -0.9296
O -3.57451 4.13821 -4.26168 -0.257 -1.986 0.209 -0.9203
O 3.65509 3.06154 1.95152 -0.434 -1.759 -0.024 -0.9130
C -0.08482 -0.29515 -0.96055 0.019 -0.921 -1.037 -0.6014
C 1.16879 -1.10106 -1.30952 0.307 0.780 0.557 -0.6172
H -4.13523 3.63607 -4.87746 -0.062 0.862 -0.327 0.4603
H -3.34791 3.34364 -3.72621 0.317 1.124 0.119 0.4599
H 2.89352 2.59412 1.57598 -0.544 1.077 -0.452 0.4555
H 4.01394 2.21413 2.26696 0.982 0.682 0.476 0.4576
H -0.42136 -3.80447 2.33242 0.129 -0.779 -0.012 0.4834
H 1.73717 -1.37497 -0.41836 -0.474 -0.600 0.210 0.1999
H -0.93686 -0.95676 -0.88126 -0.260 -0.157 0.358 0.2062
H 1.90485 -0.38037 -1.73007 -0.517 -0.959 -0.824 0.2092
H -0.69033 -0.73555 2.80505 -0.061 -0.265 0.289 0.4690
H -1.17000 0.17880 1.72840 -0.329 -0.024 -0.015 0.4612
H -0.32319 0.35520 -1.80080 0.014 0.413 0.288 0.2047
H 0.05642 0.21042 -0.03817 -0.078 0.879 0.632 0.1825
H 0.10948 -4.76095 3.56762 -0.519 0.986 -1.149 0.4852
H 0.83279 -1.99755 -1.86062 1.024 0.582 -0.213 0.2153
```
Forces are in eV/Å.

no.,E (eV)
1,-7027.96197
2,-119907.54437
3,-20651.40329
4,-10490.08284